{
  "formula": "CH30O18",
  "method": "wB97M-V/def2-TZVPD",
  "elements": ["O", "O", "O", "O", "O", "O", "O", "O", "O", "O", "O", "O", "O", "O", "O", "O", "O", "O", "C", "H", "H", "H", "H", "H", "H", "H", "H", "H", "H", "H", "H", "H", "H", "H", "H", "H", "H", "H", "H", "H", "H", "H", "H", "H", "H", "H", "H", "H", "H"],
  "positions_angstrom": [[-25.491000, 1.098000, 4.484000], [-25.494000, 3.755000, 1.481000], [-24.915000, 7.008000, 2.690000], [-22.445000, 4.779000, 2.892000], [-23.725000, 1.618000, 1.707000], [-22.421000, 2.189000, 4.973000], [-26.319000, 3.820000, -1.874000], [-28.452000, 6.614000, 3.523000], [-27.315000, 5.511000, 0.639000], [-25.737000, 2.296000, 6.834000], [-24.187000, 5.674000, 0.375000], [-24.572000, 3.370000, 3.515000], [-24.822000, 4.890000, 5.627000], [-27.245000, 1.933000, 0.194000], [-28.970000, 3.382000, 2.122000], [-27.797000, 3.464000, 5.129000], [-26.293000, 4.875000, 3.268000], [-24.395000, 2.521000, -0.886000], [-25.510000, 4.013000, 2.757000], [-26.469000, 2.386000, 0.563000], [-25.706000, 3.380000, -1.286000], [-22.594000, 1.474000, 5.538000], [-24.962000, 0.565000, 3.878000], [-24.259000, 2.389000, 1.990000], [-23.141000, 2.293000, 4.384000], [-25.738000, 4.074000, -2.607000], [-29.108000, 6.442000, 2.843000], [-24.323000, 0.903000, 1.824000], [-22.337000, 5.324000, 3.679000], [-24.163000, 6.950000, 3.263000], [-25.333000, 6.144000, 2.911000], [-27.912000, 4.388000, 5.402000], [-23.506000, 2.828000, -0.978000], [-25.736000, 5.207000, 5.673000], [-25.331000, 1.997000, 4.073000], [-27.008000, 5.768000, -0.240000], [-27.860000, 2.400000, 0.757000], [-25.406000, 2.411000, 5.936000], [-27.811000, 5.896000, 3.341000], [-24.897000, 4.469000, 4.763000], [-24.711000, 4.880000, 0.657000], [-23.233000, 4.283000, 3.134000], [-28.799000, 2.522000, 2.552000], [-27.234000, 3.603000, 4.390000], [-28.236000, 4.008000, 2.082000], [-26.553000, 2.817000, 6.988000], [-26.608000, 5.088000, 1.096000], [-24.405000, 6.276000, 1.089000], [-24.380000, 2.253000, 0.043000]],
  "forces_ev_per_angstrom": [[0.1887, 0.1180, -1.0266], [-0.5365, -0.3826, 2.3722], [-0.3495, -0.0167, -0.0126], [0.7906, 0.8926, 0.1879], [0.6758, 0.3984, -0.4973], [2.1830, 1.1592, 0.0069], [-0.8520, 1.1092, -1.5068], [-0.0188, -0.5102, 0.0913], [-1.9963, 1.3151, -0.6580], [-0.4816, -0.0348, 1.5539], [-0.2561, -0.6263, -0.7544], [-2.9358, 1.4368, -1.3102], [-0.6296, 0.9559, 0.6825], [0.6140, -0.2774, 0.4605], [-1.0392, -0.7003, -0.2472], [-1.1237, 0.3375, 1.5401], [0.1081, -1.1835, -0.0827], [0.0873, -0.8753, 0.0780], [1.8519, -1.4936, -0.8499], [0.3525, -0.1226, -0.4209], [0.3785, -0.3737, 0.4341], [-0.7261, -1.3605, 1.0379], [-0.0365, -0.1822, 0.2201], [0.4419, 0.0991, 0.1870], [-1.2730, 0.1962, -0.9463], [-0.2597, -0.0053, 0.3187], [-0.1179, 0.1197, -0.1236], [-0.7701, -1.1214, 0.0046], [0.2730, -0.0362, -0.0005], [0.9381, 0.2550, 0.4074], [-0.5478, 0.8082, -0.1253], [-0.3161, -0.2984, -0.0476], [0.8706, 0.6050, -0.2679], [0.3523, 0.2323, 0.3979], [-0.0223, -0.4988, 0.3876], [0.2230, -0.5072, 0.3178], [-1.1724, 0.2065, -0.1115], [-0.5123, 0.2732, 0.3731], [0.0996, 0.5796, 0.0839], [0.7838, -0.6126, -0.1767], [0.8571, 0.6295, -0.5960], [-0.3303, -0.6531, -0.0914], [0.5735, 1.2062, 0.0273], [0.9583, 0.0852, -1.2698], [0.3677, -0.4443, 0.2358], [1.0526, -0.4283, -0.9957], [1.1123, -0.6068, 0.0476], [0.1879, 0.5895, 0.3015], [-0.0185, -0.2559, 0.3635]],
  "mulliken_charge": [-0.79, 0.36, -0.83, -0.73, -0.81, -0.66, -0.63, -0.70, -0.71, -0.66, -0.80, -0.27, -0.70, -0.77, -0.82, -0.76, -1.06, -0.73, 1.31, 0.06, 0.42, 0.26, 0.34, 0.18, 0.42, 0.25, 0.33, 0.30, 0.31, 0.34, 0.31, 0.36, 0.34, 0.35, 0.03, 0.28, 0.56, 0.40, 0.53, 0.13, 0.02, 0.22, 0.33, 0.22, 0.20, 0.31, 0.07, 0.65, 0.27],
  "energy_ev": -38382.5663,
  "total_charge": -2,
  "homo_ev": -3.93,
  "de_lowest_kcal_mol": 12.2
}